1.
Below is a molecular structure, C5H14NO2, with properties calculated with ωB97M-V/def2-TZVPD.

```
22
Properties=species:S:1:pos:R:3:lowdin_charge:R:1
C -2.089 1.798 1.449 -0.10
C -0.737 1.117 1.534 -0.28
N -0.316 0.455 0.296 -0.22
C -1.352 -0.461 -0.212 -0.06
C 0.975 -0.183 0.525 -0.18
C 1.707 -0.573 -0.792 -0.26
O 1.134 -1.715 -1.267 0.00
H -2.172 2.494 2.286 0.07
H -2.945 1.140 1.591 0.07
H -2.213 2.285 0.482 0.08
H 0.030 1.872 1.721 0.11
H -0.705 0.382 2.362 0.12
H -1.708 -1.139 0.576 0.10
H -0.906 -1.088 -0.979 0.07
H -2.135 0.172 -0.622 0.08
H 1.534 0.567 1.085 0.12
H 0.924 -1.108 1.124 0.13
H 2.763 -0.688 -0.481 0.14
H 1.761 0.282 -1.475 0.13
H 1.525 -1.825 -2.478 -0.05
H 2.926 -1.953 -3.282 0.01
O 1.998 -1.832 -3.444 -0.09
```

The value obtained for the lowest unoccupied orbital energy (alpha / beta) is 0.89 / -2.79 eV. The charge is 0. Its energy relative to the best compared isomer or geometry (same formula, charge and spin) is 26.01 kcal per mole. The HOMO-LUMO gap (alpha / beta) is 9.938 / 6.165 eV. Its HOMO energy (alpha / beta) is -9.04 / -8.96 eV. Its spin multiplicity is 2. The calculation puts the total energy at -404.01463 Ha.

***

2.
Below is CH3NO2S2 in the gas phase, with properties calculated with ωB97M-V/def2-TZVPD.

```
9
Properties=species:S:1:pos:R:3:lowdin_charge:R:1
C -0.563 -0.137 -0.041 -1.02
N 0.674 0.235 -0.102 -0.42
O 0.934 1.539 -0.072 0.00
O 1.645 -0.675 -0.025 0.03
S -1.990 1.116 -0.103 0.62
S -0.918 -1.863 -0.021 0.73
H -0.069 1.885 0.092 0.06
H 2.454 -0.350 0.533 0.19
H -2.166 -1.750 -0.261 -0.20
```

The value obtained for the lowest unoccupied orbital energy (alpha / beta) is 0.47 / -2.90 eV. The charge is 0. Its energy relative to the best compared isomer or geometry (same formula, charge and spin) is 93.74 kcal per mole. The HOMO-LUMO gap (alpha / beta) is 5.893 / 5.681 eV. Its HOMO energy (alpha / beta) is -5.42 / -8.58 eV. Its spin multiplicity is 3. The calculation puts the total energy at -1041.23015 Ha.

***

3.
Below is 2 unconnected molecules or ions with the total composition C9H8NO, with properties calculated with ωB97M-V/def2-TZVPD.

```
19
Properties=species:S:1:pos:R:3:lowdin_charge:R:1
C 0.620 -3.762 0.345 -0.01
C -0.598 0.782 -1.503 -0.03
C 0.705 1.004 -1.292 -0.02
C 0.497 -0.034 0.950 0.04
C -1.576 0.499 -0.454 -0.17
C -0.951 -0.017 0.941 -0.10
C 1.338 0.530 -0.008 -0.15
C 2.702 0.794 -0.061 0.05
C -1.649 1.395 0.755 0.00
N 0.649 -2.656 0.278 0.11
O 3.794 1.154 -0.101 0.34
H 0.897 -4.798 0.354 0.08
H -0.990 0.902 -2.516 0.13
H 1.476 1.369 -1.956 0.12
H 0.841 -0.593 1.795 0.12
H -2.527 0.304 -0.871 0.13
H -1.483 -0.766 1.379 0.11
H -1.210 2.452 0.707 0.16
H -2.538 1.442 1.257 0.08
```

The value obtained for the lowest unoccupied orbital energy is -5.24 eV. The charge is +1. Its energy relative to the best compared isomer or geometry (same formula, charge and spin) is 30.01 kcal per mole. The HOMO-LUMO gap is 7.781 eV. Its HOMO energy is -13.02 eV. Its spin multiplicity is 1. The calculation puts the total energy at -477.34513 Ha.

***

4.
Below is CH4IN4P in the gas phase, with properties calculated with ωB97M-V/def2-TZVPD.

```
11
Properties=species:S:1:pos:R:3:lowdin_charge:R:1
P 1.779 -1.093 0.043 0.81
C 0.194 -0.188 -0.572 -0.69
N 0.523 1.134 -1.082 -0.02
N -0.013 1.980 -0.336 -0.04
N -0.538 1.473 0.691 -0.14
N -0.644 0.102 0.632 -0.41
I -2.823 -0.511 0.413 0.50
H 1.870 -2.302 -0.775 -0.11
H 1.023 -1.736 0.995 -0.14
H -0.306 -0.900 -1.335 0.10
H -1.066 2.042 1.327 0.14
```

The value obtained for the lowest unoccupied orbital energy (alpha / beta) is -1.49 / -1.49 eV. The charge is 0. Its energy relative to the best compared isomer or geometry (same formula, charge and spin) is 46.77 kcal per mole. The HOMO-LUMO gap (alpha / beta) is 7.083 / 7.085 eV. Its HOMO energy (alpha / beta) is -8.57 / -8.57 eV. Its spin multiplicity is 1. The calculation puts the total energy at -898.42331 Ha. Its SMILES is P[C@@H]1N=NNN1I.

***

Please write out number 3 again, unchanged.
Below is 2 unconnected molecules or ions with the total composition C9H8NO, with properties calculated with ωB97M-V/def2-TZVPD.

```
19
Properties=species:S:1:pos:R:3:lowdin_charge:R:1
C 0.620 -3.762 0.345 -0.01
C -0.598 0.782 -1.503 -0.03
C 0.705 1.004 -1.292 -0.02
C 0.497 -0.034 0.950 0.04
C -1.576 0.499 -0.454 -0.17
C -0.951 -0.017 0.941 -0.10
C 1.338 0.530 -0.008 -0.15
C 2.702 0.794 -0.061 0.05
C -1.649 1.395 0.755 0.00
N 0.649 -2.656 0.278 0.11
O 3.794 1.154 -0.101 0.34
H 0.897 -4.798 0.354 0.08
H -0.990 0.902 -2.516 0.13
H 1.476 1.369 -1.956 0.12
H 0.841 -0.593 1.795 0.12
H -2.527 0.304 -0.871 0.13
H -1.483 -0.766 1.379 0.11
H -1.210 2.452 0.707 0.16
H -2.538 1.442 1.257 0.08
```

The value obtained for the lowest unoccupied orbital energy is -5.24 eV. The charge is +1. Its energy relative to the best compared isomer or geometry (same formula, charge and spin) is 30.01 kcal per mole. The HOMO-LUMO gap is 7.781 eV. Its HOMO energy is -13.02 eV. Its spin multiplicity is 1. The calculation puts the total energy at -477.34513 Ha.